C5H14O2 | ωB97M-V/def2-TZVPD

Structure (SMILES): CC=C(C)C.O.O
Max |F|, eV/Å: 5.53
Gap between HOMO and LUMO, eV: 8.821

Structure (ORCA input):
```
! wB97M-V def2-TZVPD RIJCOSX def2/J DEFGRID3
* xyz 0 1
C 1.018 0.161 -0.804
C 0.084 -0.131 0.282
C 0.111 0.648 1.472
C -0.773 0.440 2.631
C 0.867 2.001 1.632
H 0.892 -0.411 -1.652
H 1.223 1.154 -1.161
H 1.904 -0.378 -0.421
H -0.706 -0.937 0.262
H -1.319 1.249 3.052
H -0.254 -0.088 3.495
H -1.466 -0.494 2.533
H 1.905 2.075 1.924
H 0.372 2.724 2.229
H 0.994 2.476 0.636
O -1.018 0.483 -4.806
H -1.457 1.219 -4.529
H -1.100 -0.209 -4.121
O -0.442 -3.601 -0.848
H 0.288 -4.106 -1.177
H -1.123 -4.274 -0.631
*
```

C35H67BiN5P2SSi3 | ωB97M-V/def2-TZVPD

Max |F|, eV/Å: 2.61
Gap between HOMO and LUMO, eV: 7.791

Structure (ORCA input):
```
! wB97M-V def2-TZVPD RIJCOSX def2/J DEFGRID3
* xyz 1 1
Bi -0.782 -1.052 0.608
C 2.257 3.202 5.957
Si 1.022 2.682 4.615
C -0.716 2.368 5.360
C 0.870 3.965 3.265
C 1.570 1.059 3.727
C 2.684 0.382 4.162
C 3.067 -0.812 3.572
C 2.362 -1.263 2.498
N 1.301 -0.580 1.982
C 0.888 0.478 2.631
S -0.646 1.129 1.984
H 1.958 4.145 6.404
H 3.231 3.387 5.574
H 2.494 2.424 6.744
H -0.943 3.238 6.034
H -0.833 1.468 5.917
H -1.467 2.445 4.539
H 0.589 4.885 3.672
H 0.025 3.656 2.718
H 1.720 4.066 2.544
H 3.318 0.785 4.986
H 3.867 -1.422 4.029
H 2.691 -2.145 1.962
N -2.484 -2.938 -1.105
C -3.734 -2.177 -1.155
C -3.613 -0.669 -0.937
N -3.033 -0.294 0.381
H -1.908 -2.696 -1.906
H -2.676 -3.917 -1.226
H -4.387 -2.650 -0.397
H -4.269 -2.376 -2.075
H -4.634 -0.261 -1.140
H -2.916 -0.237 -1.685
H -3.531 -0.615 1.179
H -3.045 0.721 0.454
C 1.050 -1.940 -2.757
P 1.383 -0.222 -2.166
C 1.026 0.648 -3.697
N 1.708 0.328 -4.810
C 1.381 0.999 -5.956
C 2.061 0.625 -7.125
C 1.855 1.307 -8.257
C 0.915 2.412 -8.273
C 0.182 2.760 -7.151
C 0.419 2.007 -5.985
N -0.261 2.312 -4.850
C 0.066 1.700 -3.738
P -1.090 2.004 -2.291
C -2.572 2.690 -3.172
C -0.383 3.617 -1.519
C -0.013 4.688 -2.512
C 0.938 3.264 -0.738
C -1.445 4.063 -0.544
C 3.292 -0.198 -2.127
C 3.772 1.240 -2.306
C 3.545 -0.654 -0.672
C 3.958 -1.160 -3.088
H 1.414 -2.050 -3.804
H 0.016 -2.124 -2.758
H 1.459 -2.755 -2.156
H 2.773 -0.202 -7.110
H 2.302 1.063 -9.193
H 0.796 3.083 -9.088
H -0.554 3.539 -7.139
H -2.341 3.616 -3.663
H -3.387 2.848 -2.459
H -2.989 1.988 -3.868
H 0.460 4.335 -3.413
H 0.663 5.411 -2.041
H -0.914 5.276 -2.749
H 1.669 2.940 -1.511
H 0.824 2.416 -0.053
H 1.366 4.150 -0.255
H -2.393 4.231 -1.066
H -1.168 5.017 -0.041
H -1.565 3.328 0.242
H 3.534 1.840 -1.436
H 3.305 1.702 -3.186
H 4.881 1.313 -2.435
H 3.008 -0.060 0.055
H 4.627 -0.528 -0.549
H 3.364 -1.718 -0.561
H 3.767 -0.937 -4.160
H 3.686 -2.216 -2.859
H 5.026 -0.977 -2.930
C 0.833 -4.576 3.422
Si -0.270 -4.037 2.004
C -1.561 -5.396 1.670
C 0.811 -3.977 0.437
C -1.226 -2.413 2.357
Si -2.830 -2.435 3.344
C -3.225 -0.695 4.019
C -2.674 -3.638 4.842
C -4.274 -3.133 2.303
H 1.128 -5.601 3.294
H 0.340 -4.519 4.358
H 1.734 -4.026 3.429
H -1.048 -6.346 1.612
H -2.119 -5.201 0.750
H -2.236 -5.381 2.538
H 1.464 -4.875 0.377
H 1.413 -3.075 0.426
H 0.154 -3.953 -0.440
H -0.475 -1.982 3.049
H -2.515 -0.405 4.795
H -4.232 -0.779 4.391
H -3.255 0.215 3.314
H -1.701 -3.537 5.299
H -2.866 -4.662 4.545
H -3.341 -3.330 5.625
H -4.541 -2.341 1.583
H -5.174 -3.225 2.903
H -4.031 -4.077 1.795
*
```

C3H7N2O2 | ωB97M-V/def2-TZVPD

Structure (SMILES): NC(=O)CNC[O-]
Max |F|, eV/Å: 0.70
Gap between HOMO and LUMO, eV: 6.594

Structure (ORCA input):
```
! wB97M-V def2-TZVPD RIJCOSX def2/J DEFGRID3
* xyz -1 1
N -1.661 1.083 -0.797
C -0.432 1.056 -1.357
O -0.147 1.625 -2.402
C 0.571 0.258 -0.527
N -0.076 -0.676 0.380
C 0.797 -1.088 1.578
O 0.435 -2.262 2.023
H -1.788 0.498 0.020
H -2.393 1.608 -1.247
H 1.287 -0.192 -1.235
H 1.074 0.985 0.109
H -0.227 -1.592 -0.028
H 1.862 -1.081 1.200
H 0.698 -0.223 2.284
*
```

| no. | calculated total energy (a.u.) |
| --- | --- |
| 1 | -349.30134 |
| 2 | -3811.51372 |
| 3 | -378.52543 |